{
  "formula": "C15H24N4O3S",
  "method": "ωB97M-V with the def2-TZVPD basis set",
  "lumo_energy_ev": 0.5,
  "fmax_ev_per_a": 1.36,
  "relative_energy_ev": 0.734,
  "smiles": "CCCCCn1c(SCCOCC)nc2c1c(=O)[nH]c(=O)n2C",
  "e_homo_ev": -8.02,
  "elements": ["N", "H", "O", "H", "H", "H", "C", "H", "O", "C", "C", "H", "C", "H", "S", "H", "N", "C", "C", "H", "H", "H", "H", "C", "H", "H", "H", "H", "H", "C", "H", "H", "C", "C", "H", "C", "C", "N", "C", "C", "H", "N", "O", "C", "H", "H", "H"],
  "coordinates": [[-3.461, -1.680, -0.277], [3.083, 3.311, 0.804], [2.179, 2.261, -0.612], [-0.327, -2.013, 2.680], [2.751, -0.610, -2.277], [-1.387, -0.011, -3.626], [-1.012, 3.152, 2.696], [1.324, -1.387, 2.397], [-4.217, -1.613, -2.409], [-1.711, -1.038, -3.451], [-3.290, -1.513, -1.639], [1.231, 1.204, -1.997], [-0.149, 0.120, 2.926], [0.642, 1.437, 1.400], [2.547, -0.632, 0.108], [4.082, 0.234, -1.441], [0.288, -0.888, -1.362], [-1.238, -1.317, 0.241], [0.859, -0.900, -0.165], [4.941, 4.200, -0.500], [-0.914, -1.717, -3.753], [-0.056, -0.012, 4.005], [-1.199, 0.307, 2.702], [3.002, 0.103, -1.495], [-4.414, -1.889, -0.001], [-1.213, 4.116, 3.158], [4.552, 3.186, -1.887], [4.057, 1.952, 0.214], [-2.621, -1.243, -4.011], [0.716, 1.297, 2.481], [0.303, 2.454, 4.251], [-1.004, 3.284, 1.616], [-2.533, -1.615, 0.766], [0.330, 2.607, 3.169], [-1.824, 2.478, 2.956], [4.130, 3.718, -1.037], [2.268, 1.424, -1.736], [-0.003, -1.162, 0.839], [0.257, -1.193, 2.255], [3.394, 2.771, -0.093], [1.103, 3.349, 2.959], [-2.005, -1.230, -2.049], [-2.867, -1.796, 1.919], [-1.015, -1.142, -1.118], [1.760, 1.069, 2.711], [3.448, 4.481, -1.404], [2.744, 1.934, -2.586]],
  "lowdin_charge": [0.208, 0.119, -0.188, 0.130, 0.079, 0.095, -0.106, 0.107, 0.076, -0.004, -0.474, 0.106, -0.164, 0.095, 1.009, 0.074, 0.153, -0.066, -0.588, 0.076, 0.094, 0.124, 0.106, -0.407, 0.168, 0.068, 0.066, 0.105, 0.090, -0.231, 0.106, 0.075, -0.405, -0.260, 0.065, -0.070, -0.285, -0.012, -0.136, -0.275, 0.098, 0.006, 0.075, -0.213, 0.107, 0.082, 0.120]
}